(one)
Molecular formula: C49H41BiF3GeN7O3S
Method: DFT, ωB97M-V with the def2-TZVPD basis set

The geometry in ORCA input format:
```
! wB97M-V def2-TZVPD RIJCOSX def2/J DEFGRID3
* xyz 1 2
Bi 13.063 17.416 13.288
O 15.201 15.656 9.406
C 16.408 16.221 9.529
C 17.398 15.912 8.590
C 18.735 16.117 8.791
C 19.100 17.047 9.802
C 18.154 17.433 10.747
C 16.786 17.007 10.659
C 15.799 17.195 11.724
O 14.663 16.559 11.558
N 16.153 17.964 12.805
N 15.235 18.093 13.812
C 15.365 19.094 14.688
C 14.405 19.317 15.719
C 14.742 20.113 16.804
C 13.826 20.125 17.844
C 12.603 19.443 17.788
C 12.258 18.930 16.547
N 13.137 18.854 15.535
H 14.739 16.003 10.302
H 17.028 15.437 7.650
H 19.481 15.642 8.157
H 20.052 17.548 9.821
H 18.427 18.198 11.503
H 16.251 19.735 14.635
H 15.646 20.689 16.815
H 14.011 20.732 18.741
H 11.889 19.490 18.574
H 11.250 18.495 16.372
F 7.625 14.112 15.110
C 8.931 14.586 15.136
F 8.875 15.685 15.906
F 9.666 13.651 15.835
C 9.428 14.885 13.742
C 8.643 14.513 12.674
C 9.069 14.911 11.405
C 10.336 15.460 11.261
N 11.091 15.931 12.275
C 10.654 15.580 13.530
S 11.631 15.987 14.876
H 7.830 13.885 12.826
H 8.518 14.771 10.497
H 10.772 15.564 10.268
C 9.738 9.585 12.786
C 11.009 9.825 11.940
C 11.056 9.741 10.591
C 12.300 9.746 9.946
C 13.464 10.042 10.649
N 14.709 10.259 9.963
C 14.612 11.223 8.888
O 14.552 10.895 7.710
N 14.489 12.516 9.300
C 14.864 12.853 10.611
C 16.183 12.751 11.076
C 16.404 13.085 12.384
C 15.355 13.426 13.199
N 14.054 13.577 12.768
C 13.888 13.343 11.474
C 13.411 10.322 12.027
C 12.186 10.265 12.641
H 8.883 10.080 12.298
H 9.812 9.970 13.784
H 9.478 8.504 12.898
H 10.107 9.552 10.062
H 12.417 9.515 8.871
H 14.994 9.404 9.548
H 14.789 13.196 8.587
H 16.907 12.159 10.493
H 17.387 13.094 12.849
H 15.525 13.533 14.223
H 12.867 13.256 11.088
H 14.270 10.717 12.615
H 12.032 10.570 13.679
C 12.928 20.527 10.491
Ge 11.708 19.859 11.837
C 11.162 21.619 12.592
C 10.272 22.469 11.956
C 9.877 23.662 12.576
C 10.583 24.130 13.679
C 11.556 23.283 14.252
C 11.883 22.036 13.707
C 9.876 19.447 11.120
C 8.780 19.859 11.909
C 7.515 19.950 11.304
C 7.302 19.440 10.017
C 8.349 18.900 9.258
C 8.171 18.324 7.990
C 9.218 17.571 7.452
C 10.460 17.421 8.043
C 10.670 18.038 9.276
C 9.687 18.824 9.884
H 12.374 20.779 9.583
H 13.731 19.801 10.259
H 13.461 21.405 10.867
H 9.800 22.183 11.031
H 9.135 24.259 12.058
H 10.401 25.202 14.043
H 12.121 23.526 15.141
H 12.611 21.393 14.182
H 9.092 20.161 12.938
H 6.706 20.453 11.825
H 6.311 19.490 9.542
H 7.280 18.451 7.416
H 9.118 17.025 6.502
H 11.218 16.881 7.469
H 11.635 17.994 9.741
*
```

As for the expectation value of S²: 0.774. The calculation puts the orbital gap (alpha / beta) at 0.2208 / 0.1819 hartree.

These are the Löwdin partial charges, in e, on atoms 1 to 5:
1. Bi 1.624
2. O 0.026
3. C -0.272
4. C -0.025
5. C -0.050

***

(two)
Molecular formula: C49H41BiF3GeN7O3S
Method: DFT, ωB97M-V with the def2-TZVPD basis set

The geometry in ORCA input format:
```
! wB97M-V def2-TZVPD RIJCOSX def2/J DEFGRID3
* xyz 1 2
Bi -0.101 -1.274 -1.366
O 4.833 -2.691 -2.987
C 5.095 -1.430 -3.076
C 6.438 -1.087 -3.308
C 6.850 0.236 -3.159
C 5.883 1.253 -3.063
C 4.563 0.838 -2.896
C 4.134 -0.489 -2.832
C 2.735 -0.942 -2.578
O 1.886 -0.059 -2.177
N 2.538 -2.240 -2.697
N 1.244 -2.683 -2.568
C 0.912 -3.991 -2.553
C -0.380 -4.513 -2.289
C -0.666 -5.859 -2.306
C -1.929 -6.328 -2.078
C -2.877 -5.374 -1.669
C -2.508 -4.019 -1.545
N -1.295 -3.607 -1.941
H 3.733 -2.736 -3.035
H 7.232 -1.880 -3.516
H 7.883 0.533 -3.297
H 6.036 2.343 -3.060
H 3.804 1.646 -2.816
H 1.669 -4.745 -2.634
H 0.113 -6.534 -2.627
H -2.165 -7.403 -2.198
H -3.875 -5.648 -1.439
H -3.224 -3.214 -1.231
F -5.635 -1.958 -1.866
C -5.483 -0.813 -2.541
F -6.503 -0.852 -3.501
F -5.877 0.186 -1.689
C -4.177 -0.480 -3.151
C -4.094 -0.224 -4.471
C -2.899 0.117 -5.121
C -1.764 0.221 -4.331
N -1.826 -0.233 -3.022
C -2.911 -0.420 -2.315
S -2.898 -0.527 -0.607
H -4.987 -0.317 -5.048
H -2.841 0.340 -6.212
H -0.802 0.608 -4.631
C -0.998 4.955 5.300
C -0.462 5.467 4.003
C 0.671 4.941 3.407
C 1.167 5.486 2.247
C 0.568 6.612 1.640
N 1.185 7.236 0.551
C 2.120 6.744 -0.387
O 2.947 7.522 -0.897
N 1.922 5.517 -0.868
C 0.817 4.648 -0.714
C -0.480 5.093 -1.054
C -1.518 4.231 -0.830
C -1.234 2.927 -0.393
N 0.007 2.504 -0.166
C 1.025 3.354 -0.264
C -0.638 7.078 2.123
C -1.051 6.638 3.411
H -0.714 5.594 6.192
H -0.554 3.999 5.533
H -2.084 4.812 5.497
H 1.145 4.122 3.907
H 2.104 5.243 1.878
H 1.282 8.278 0.679
H 2.678 5.192 -1.396
H -0.731 6.088 -1.279
H -2.539 4.435 -1.015
H -2.030 2.157 -0.313
H 2.075 2.909 -0.233
H -1.113 7.925 1.545
H -1.858 7.143 3.919
C 1.054 -0.334 2.618
Ge 0.564 -1.749 1.336
C 1.972 -3.101 1.574
C 2.935 -3.324 0.593
C 4.133 -3.826 1.045
C 4.321 -4.333 2.367
C 3.236 -4.336 3.252
C 2.016 -3.733 2.815
C -1.066 -2.579 2.052
C -1.188 -3.900 1.731
C -2.455 -4.537 1.793
C -3.516 -3.949 2.434
C -3.440 -2.606 2.847
C -4.552 -1.860 3.384
C -4.428 -0.521 3.588
C -3.306 0.178 3.116
C -2.176 -0.484 2.647
C -2.208 -1.903 2.511
H 0.333 -0.358 3.440
H 1.268 0.659 2.177
H 2.015 -0.625 3.011
H 2.880 -3.024 -0.434
H 4.915 -3.779 0.309
H 5.295 -4.628 2.648
H 3.242 -4.880 4.217
H 1.231 -3.579 3.498
H -0.310 -4.428 1.370
H -2.537 -5.602 1.584
H -4.465 -4.499 2.504
H -5.487 -2.367 3.681
H -5.289 0.078 3.915
H -3.317 1.269 3.314
H -1.244 0.058 2.489
*
```

As for the expectation value of S²: 0.765. The calculation puts the orbital gap (alpha / beta) at 0.1938 / 0.1535 hartree.

These are the Löwdin partial charges, in e, on atoms 1 to 5:
1. Bi 1.732
2. O 0.029
3. C -0.360
4. C 0.003
5. C -0.064

***

Most stable pick: (one). Distance to second place: 0.0173 hartree.

***

(one)
Molecular formula: C8H12O2
Method: DFT, ωB97M-V with the def2-TZVPD basis set

The geometry in ORCA input format:
```
! wB97M-V def2-TZVPD RIJCOSX def2/J DEFGRID3
* xyz 0 1
C 1.026 -2.086 0.432
C 0.010 -1.063 0.029
C -1.326 -1.263 -0.080
C -2.071 -0.009 -0.338
C -1.948 1.003 0.785
C -1.012 1.050 -0.406
C 0.318 0.363 -0.282
C 1.345 1.069 0.593
O 2.636 0.721 0.231
H 1.905 -2.048 -0.226
H 1.395 -1.902 1.450
H 0.593 -3.093 0.387
H -1.816 -2.225 0.083
H -2.960 0.004 -0.968
H -2.696 1.794 0.838
H -1.563 0.657 1.746
H -1.084 1.912 -1.069
H 1.175 2.149 0.343
H 1.093 0.937 1.660
H 2.498 0.507 -1.050
O 1.311 0.324 -1.892
H 1.170 1.198 -2.267
*
```

The calculation puts the orbital gap at 0.3368 hartree.

These are the Löwdin partial charges, in e, on atoms 1 to 5:
1. C -0.030
2. C -0.220
3. C 0.024
4. C -0.212
5. C -0.027

***

(two)
Molecular formula: C8H12O2
Method: DFT, ωB97M-V with the def2-TZVPD basis set

The geometry in ORCA input format:
```
! wB97M-V def2-TZVPD RIJCOSX def2/J DEFGRID3
* xyz 0 1
C -0.153 0.687 0.315
C 1.595 -0.369 -0.514
C 0.651 0.701 -0.991
C 0.208 1.722 1.356
C 1.854 -1.588 -1.340
C -2.211 1.051 0.108
C -0.136 -0.674 0.623
C -0.660 -1.785 1.071
O -3.027 -0.024 -0.122
O -2.680 2.168 0.071
H -3.933 0.333 -0.234
H 2.431 -0.022 0.089
H 0.050 0.401 -1.853
H 1.102 1.679 -1.183
H -0.256 2.674 1.088
H -0.147 1.429 2.344
H 1.292 1.870 1.400
H 0.927 -2.011 -1.733
H 2.376 -2.356 -0.763
H 2.502 -1.352 -2.197
H -1.737 -1.879 1.171
H -0.047 -2.652 1.294
*
```

The calculation puts the orbital gap (alpha / beta) at 0.3067 / 0.3066 hartree.

These are the Löwdin partial charges, in e, on atoms 1 to 5:
1. C -0.327
2. C -0.157
3. C -0.136
4. C -0.034
5. C -0.106

***

Most stable pick: (one). Distance to second place: 0.0304 hartree.

***

(one)
Molecular formula: NO6S
Method: DFT, ωB97M-V with the def2-TZVPD basis set

The geometry in ORCA input format:
```
! wB97M-V def2-TZVPD RIJCOSX def2/J DEFGRID3
* xyz -1 1
N -1.245 -0.210 0.149
O -1.638 -0.976 0.997
O 0.870 1.350 -0.897
O -1.688 0.830 -0.101
O 0.614 0.225 1.199
O -0.310 -0.759 -0.697
O 2.336 -0.606 -0.457
S 1.061 0.146 -0.193
*
```

The calculation puts the orbital gap at 0.3687 hartree.

These are the Löwdin partial charges, in e, on atoms 1 to 5:
1. N -0.563
2. O 0.068
3. O -0.299
4. O 0.125
5. O -0.327

***

(two)
Molecular formula: NO6S
Method: DFT, ωB97M-V with the def2-TZVPD basis set

The geometry in ORCA input format:
```
! wB97M-V def2-TZVPD RIJCOSX def2/J DEFGRID3
* xyz -1 1
N -0.074 0.504 1.270
O -0.926 0.122 0.342
O -1.095 -1.117 -1.710
O 0.985 0.974 0.914
O 0.979 -1.226 -0.450
O 0.568 0.795 -1.699
O -0.453 0.374 2.401
S 0.017 -0.427 -1.067
*
```

The structure (SMILES) is O=[N+]([O-])OS(=O)(=O)[O-]. The calculation puts the orbital gap at 0.3721 hartree.

These are the Löwdin partial charges, in e, on atoms 1 to 5:
1. N -0.523
2. O -0.101
3. O -0.336
4. O 0.049
5. O -0.288

***

Most stable pick: (two). Distance to second place: 0.0263 hartree.